Record 1
{
  "formula": "C51H97Br22N3O2",
  "method": "wB97M-V/def2-TZVPD",
  "symbols": ["Br", "Br", "Br", "Br", "Br", "Br", "Br", "Br", "Br", "Br", "Br", "Br", "Br", "Br", "Br", "Br", "Br", "Br", "Br", "Br", "Br", "Br", "O", "O", "N", "N", "N", "C", "C", "C", "C", "C", "C", "C", "C", "C", "C", "C", "C", "C", "C", "C", "C", "C", "C", "C", "C", "C", "C", "C", "C", "C", "C", "C", "C", "C", "C", "C", "C", "C", "C", "C", "C", "C", "C", "C", "C", "C", "C", "C", "C", "C", "C", "C", "C", "C", "C", "C", "H", "H", "H", "H", "H", "H", "H", "H", "H", "H", "H", "H", "H", "H", "H", "H", "H", "H", "H", "H", "H", "H", "H", "H", "H", "H", "H", "H", "H", "H", "H", "H", "H", "H", "H", "H", "H", "H", "H", "H", "H", "H", "H", "H", "H", "H", "H", "H", "H", "H", "H", "H", "H", "H", "H", "H", "H", "H", "H", "H", "H", "H", "H", "H", "H", "H", "H", "H", "H", "H", "H", "H", "H", "H", "H", "H", "H", "H", "H", "H", "H", "H", "H", "H", "H", "H", "H", "H", "H", "H", "H", "H", "H", "H", "H", "H", "H"],
  "coordinates": [[-8.59332, 3.78432, 2.75681], [9.91764, -1.32431, -2.74264], [8.50985, 1.79553, -1.37021], [0.50159, -6.06620, 3.53867], [-4.60666, 10.28468, -1.57018], [-0.17063, -2.37065, 4.21734], [-11.00537, 4.72231, 0.12782], [-1.98387, 0.30193, 2.44330], [-3.37074, -7.64621, 4.34641], [5.71264, 6.81744, 1.71675], [-4.93820, 4.52568, -4.49970], [-1.39621, -10.54663, 5.47969], [-4.73150, 6.95924, 0.02370], [-2.34857, 2.19084, -5.63344], [2.35351, 5.55910, 2.57013], [-9.53673, 3.43273, -4.02357], [-11.21733, 1.08058, -1.73852], [3.73636, -5.52821, 5.20693], [6.00591, 2.74563, 3.41878], [-4.20006, 2.73773, -1.65507], [7.84144, 0.24745, 5.41175], [-7.56736, 1.47519, -0.86767], [-2.62789, -4.76790, -0.71869], [-0.55951, -4.61840, 0.27139], [-2.91400, -3.32030, -5.13453], [-1.59118, 1.33033, -3.76773], [-5.29131, -1.10676, -2.60226], [10.09270, 0.79637, -0.82836], [-10.11062, 1.59635, -4.32747], [6.20525, -1.86485, -1.00117], [5.81360, -1.92329, 0.54027], [-2.49220, -4.10702, 1.70186], [4.57245, 7.24398, 3.23729], [1.84189, 1.87821, -3.27303], [-2.57256, -1.20579, -2.36892], [5.78147, 2.23189, 5.28388], [2.77922, -0.23147, 2.81705], [0.33002, -2.86350, -3.48979], [-2.08218, 0.12237, -4.53550], [2.67160, 2.15942, 1.75179], [-2.54093, -3.78603, -1.77914], [-4.13319, 4.34510, -6.26706], [3.52549, 0.81752, 1.89282], [-4.50530, 8.51182, -2.37316], [-3.90364, 2.89399, -6.60065], [-4.12904, -1.16476, -2.53911], [-10.41871, 3.16592, 2.45850], [3.84418, 6.02184, 3.73540], [4.85719, -3.15876, 0.75801], [3.35092, 2.31842, -3.08589], [-2.39748, -2.37255, -4.69302], [-5.28919, 3.00209, -0.06051], [2.70309, -3.00468, -2.32190], [-0.23254, -1.40288, -3.63611], [-0.87245, -0.68507, 4.89367], [4.70221, -3.50422, 2.30382], [-1.80490, -1.26818, -3.74955], [10.82750, 0.23690, -2.02117], [4.29449, -2.96661, -2.49968], [1.00344, -6.36422, 5.39935], [-11.43324, 1.31732, -3.65967], [-10.70858, 3.00130, 0.98911], [-6.03847, 1.74786, 0.30555], [-1.77156, -4.50638, 0.35421], [-2.46051, -10.31821, 3.86311], [-2.32552, -8.92287, 3.31097], [-5.44108, 7.54648, -1.69365], [4.94993, -1.63814, -1.94179], [7.11078, 1.97268, 5.94482], [2.03961, 2.32490, 0.29454], [2.93792, 3.24720, -0.63879], [1.92854, -5.28083, 5.88668], [-2.20317, -0.35636, 4.26553], [-2.16962, -2.32658, -1.32138], [3.37730, -2.82024, 2.85687], [1.92611, -2.75458, -3.66718], [3.83825, 2.32946, -1.58268], [3.75678, -1.35400, 3.37595], [-1.03224, 1.07239, -2.94192], [-3.66916, 2.77660, -7.66068], [4.57139, -4.61689, 2.40124], [6.99415, 1.90960, 7.02710], [-6.45972, 1.83382, 1.30799], [2.17236, -1.68978, -3.97678], [2.02533, -5.31595, 6.97186], [3.81536, -2.98396, 0.36224], [-0.98223, -0.83282, 5.96841], [4.02594, 1.60215, -3.64366], [3.59529, 3.94280, -0.04135], [-3.43668, -3.56832, 1.38438], [-5.94144, 3.84969, -0.26051], [-0.11167, 0.07175, 4.71168], [4.67982, -3.84065, -1.91018], [-3.22011, 4.93678, -6.26375], [-1.29916, -8.56064, 3.30460], [6.68555, -2.84244, -1.27641], [5.11936, 1.36763, 5.29741], [10.71677, 1.51789, -0.30036], [-3.46348, 8.20258, -2.32927], [-2.06461, -11.04864, 3.15718], [5.24888, 7.62439, 4.00287], [7.86176, 2.72300, 5.70783], [-2.66082, -2.02916, -0.34497], [-11.85148, 0.37577, -4.01663], [-0.00970, -3.58208, -4.27826], [6.75440, -2.02450, 1.15110], [-2.87606, -1.21000, 4.21562], [4.52834, 1.09874, 2.32851], [2.28963, -3.39649, -4.52495], [0.13941, -0.74123, -2.79514], [10.92897, 0.94960, -2.83680], [-3.19778, 0.17436, -4.66365], [-5.42908, 0.84784, 0.24826], [6.93102, -1.01805, -1.18268], [-4.74882, 2.25513, -6.34902], [1.15215, 2.76615, -3.25421], [-6.42670, 7.96559, -1.50263], [-2.43407, 1.78736, -3.40919], [-2.83575, -5.02417, 2.24803], [-1.64829, -0.00897, -5.55421], [-3.48445, -10.58299, 4.11704], [-4.58301, 3.26995, 0.72563], [-2.73166, -8.87002, 2.30076], [2.36864, -4.00319, -1.91649], [3.65230, 0.41255, 0.84989], [2.94133, -3.42997, 3.70287], [-1.06065, -2.22521, -1.12041], [-1.88752, -3.39852, 2.31441], [-9.90549, 2.50856, 0.44509], [2.23536, 3.84753, -1.28111], [1.73475, 1.41221, -4.29200], [-2.69092, 0.45559, 4.80495], [4.47690, -3.07671, -3.60862], [-5.54504, 6.63644, -2.28492], [3.26800, 3.06843, 2.07026], [1.83485, 1.31935, -0.18150], [-11.63559, 2.44715, 0.84232], [3.92443, 1.28434, -1.18680], [1.98349, -0.70260, 2.17373], [3.90442, 8.04160, 2.91943], [-10.47930, 2.20498, 2.97020], [-12.16424, 2.11018, -3.80170], [3.51640, 3.34425, -3.51548], [0.21270, -0.96635, -4.57579], [3.39307, 6.21575, 4.70932], [-11.07884, 3.87669, 2.95060], [-4.84801, 4.79265, -6.95814], [5.27869, 3.07765, 5.75392], [1.43446, -7.36121, 5.45845], [5.26395, -4.05311, 0.20265], [1.79279, 2.05514, 2.45860], [3.71556, -1.36277, 4.50071], [-1.88176, -4.18609, -2.59862], [5.27452, -0.98055, 0.81930], [4.81523, -1.15183, 3.06671], [5.31921, -1.02421, -2.81958], [4.87227, 2.78555, -1.58469], [2.25799, 0.33867, 3.64368], [4.20023, -0.99023, -1.40698], [4.47908, 5.14038, 3.80310], [5.63634, -3.15379, 2.81677], [9.75958, 0.03146, -0.13014], [1.04191, 2.82863, 0.45620], [-9.30784, 0.95065, -3.97595], [-4.79460, 8.65505, -3.41445], [-2.32049, -0.22147, -1.87213], [-3.57624, -3.73048, -2.23423], [0.18352, -3.29178, -2.46130], [1.61135, -4.28342, 5.58614], [1.52743, 1.14607, -2.47541], [0.06518, -6.34585, 5.95521], [2.42295, -2.19116, -1.59815], [2.57214, -2.74665, 2.06547], [-10.20166, 1.50135, -5.40947], [11.81571, -0.11795, -1.72840]],
  "forces_ev_per_angstrom": [[-0.04, 0.06, 0.02], [-0.01, 0.06, -0.06], [-0.02, -0.10, 0.05], [0.07, -0.03, -0.03], [0.08, -0.06, 0.01], [0.10, 0.10, 0.02], [0.09, -0.09, -0.02], [-0.03, -0.10, -0.03], [0.11, 0.03, 0.00], [-0.09, 0.03, 0.00], [0.08, 0.13, -0.19], [-0.09, 0.01, 0.00], [-0.08, 0.03, 0.00], [-2.29, 5.22, -4.34], [0.02, 0.19, 0.07], [0.04, -0.10, 0.05], [-0.08, 0.00, -0.16], [-0.02, -0.09, 0.13], [0.31, 0.23, 0.22], [-0.07, 0.01, 0.21], [0.01, 0.10, -0.04], [0.05, -0.04, 0.03], [0.60, 1.13, 1.05], [-2.03, 0.34, -0.18], [0.95, 1.81, 0.32], [0.52, -2.57, 2.22], [2.05, -0.14, 0.07], [-0.01, 0.33, -0.01], [0.02, 0.25, -0.17], [-0.39, 0.47, 0.39], [-0.36, -0.54, -1.40], [-1.05, 0.20, -1.52], [0.30, -0.04, 0.00], [0.42, 0.29, -0.32], [-0.83, -0.50, 0.42], [-0.06, 0.25, -0.13], [0.60, 0.21, -0.49], [1.94, 0.41, 0.12], [-0.55, -3.24, 2.09], [-0.48, -1.06, -0.25], [-0.76, 0.45, -1.15], [-0.40, 0.11, -0.16], [-0.43, 0.82, 0.28], [-0.13, 0.22, -0.13], [0.74, -0.07, -0.74], [0.38, 0.04, 0.07], [0.16, -0.21, 0.06], [-0.33, 0.07, 0.11], [0.29, -0.11, 0.82], [0.15, -0.45, 0.47], [-0.11, -0.48, 1.59], [0.27, -0.11, 0.20], [0.21, -0.21, -0.57], [-0.36, -0.65, -0.07], [0.04, -0.25, 0.15], [-1.29, -0.34, -1.10], [-0.30, 0.76, -1.42], [0.07, -0.27, 0.06], [-1.15, 0.15, 0.44], [-0.34, 0.07, -0.09], [-0.02, -0.29, 0.07], [-0.23, 0.16, 0.00], [-0.28, -0.01, 0.05], [1.15, -0.27, 1.03], [0.24, -0.15, 0.01], [-0.20, 0.10, -0.12], [0.08, -0.30, 0.01], [0.69, 0.18, -0.55], [0.03, -0.29, 0.19], [0.13, 1.25, 0.97], [-0.34, -1.29, -0.45], [0.27, -0.07, 0.18], [-0.02, 0.27, -0.05], [0.33, 0.25, 0.25], [0.87, 0.47, 0.64], [0.00, 0.79, 0.09], [0.30, 1.18, -0.35], [-0.99, -0.33, -0.12], [0.03, -0.15, -0.52], [-0.24, 0.17, 0.00], [0.39, 0.99, 0.04], [-0.05, 0.03, -0.09], [0.05, 0.09, -0.07], [-0.22, -1.10, 0.18], [-0.06, -0.04, -0.07], [1.16, 0.00, 0.14], [-0.07, 0.05, -0.08], [-0.73, 0.77, 0.47], [-0.89, -0.72, -0.51], [0.93, -0.59, 0.46], [0.02, -0.12, 0.00], [-0.12, -0.02, -0.06], [-0.06, 0.76, -0.91], [-0.03, -0.14, 0.03], [-0.08, -0.06, 0.04], [-0.21, 0.93, 0.18], [0.12, 0.02, 0.02], [-0.01, -0.07, -0.07], [-0.12, -0.05, 0.05], [-0.02, 0.11, 0.01], [-0.07, -0.06, -0.01], [-0.13, -0.03, -0.05], [0.29, -0.61, -1.05], [0.08, 0.06, -0.01], [-0.26, 0.81, 0.78], [-0.97, 0.06, -0.45], [0.13, 0.02, 0.03], [-1.16, -0.76, -0.65], [-0.34, 0.43, 1.14], [-0.42, -0.85, -0.75], [-0.07, 0.00, 0.13], [1.20, -0.26, 0.24], [0.02, 0.12, -0.06], [-0.62, -0.98, 0.23], [0.03, 0.13, 0.03], [0.59, -0.89, 0.14], [0.13, 0.04, -0.02], [0.65, -0.18, 0.19], [0.60, 0.79, -0.33], [0.02, 0.05, 1.14], [0.07, 0.10, -0.02], [-0.06, -0.03, -0.04], [0.02, -0.06, 0.07], [0.38, 1.03, -0.21], [0.13, 0.16, 1.13], [0.49, 0.72, -0.97], [-1.17, -0.13, -0.31], [-0.22, -0.99, -0.51], [-0.01, 0.08, 0.12], [0.86, -0.33, 0.55], [-0.09, 0.32, 1.04], [0.07, -0.05, -0.01], [0.22, -0.08, 1.27], [0.06, 0.09, -0.02], [-0.75, -1.16, -0.59], [0.31, 1.04, 0.54], [0.05, 0.04, 0.09], [-0.13, 0.91, -0.31], [0.55, 0.38, 0.82], [-0.01, -0.13, 0.04], [0.00, 0.05, -0.09], [0.14, 0.00, 0.00], [-0.22, -0.96, 0.31], [-0.57, -0.41, 0.85], [0.06, 0.06, -0.07], [0.06, -0.02, -0.11], [0.03, -0.03, 0.06], [0.07, -0.06, 0.02], [0.04, 0.12, 0.01], [-0.25, 0.89, 0.59], [0.98, 0.31, -0.55], [0.18, 0.09, -1.00], [-0.39, 0.59, 0.96], [0.66, -0.76, -0.15], [-0.98, 0.06, 0.34], [-0.51, -0.59, 0.89], [-0.87, -0.71, -0.03], [0.60, -0.66, -0.75], [0.55, -0.69, -0.43], [0.03, 0.12, -0.10], [-1.00, -0.49, -0.07], [0.05, -0.01, -0.13], [0.88, -0.49, -0.35], [-0.12, 0.03, 0.03], [-0.02, -0.08, 0.09], [-0.23, -0.99, -0.67], [1.04, -0.23, 0.61], [-0.22, 0.32, -1.08], [-0.03, -0.12, -0.01], [0.32, 0.65, -0.84], [0.08, 0.03, -0.02], [0.01, -0.85, -0.49], [1.01, -0.22, 0.70], [-0.05, -0.03, 0.08], [-0.07, 0.05, 0.04]],
  "molar_mass_da": 2542.2,
  "total_energy_ev": -1603956.5071,
  "gap_ev": 8.8,
  "e_lumo_ev": -0.02
}



Record 2
{
  "formula": "C15H21FN2O3S",
  "method": "wB97M-V/def2-TZVPD",
  "symbols": ["S", "F", "O", "O", "O", "N", "N", "C", "C", "C", "C", "C", "C", "C", "C", "C", "C", "C", "C", "C", "C", "C", "H", "H", "H", "H", "H", "H", "H", "H", "H", "H", "H", "H", "H", "H", "H", "H", "H", "H", "H", "H", "H"],
  "coordinates": [[1.38035, -2.29259, -3.02895], [2.42691, 3.99833, 4.09289], [1.09885, -3.66811, -3.31760], [2.22745, -1.54887, -3.91241], [-3.31466, 1.10596, 0.25178], [-1.56346, 0.09483, 1.23895], [-0.07270, -1.51486, -2.97223], [-0.25305, 2.57114, 2.14451], [-0.54699, 0.47875, -1.60895], [-0.03957, 1.36623, 4.20717], [1.00324, 2.19124, 4.59073], [-1.80400, 0.64796, 2.55482], [1.40544, 3.19599, 3.73067], [-1.85535, -0.18351, -1.15785], [0.79103, 3.40028, 2.50768], [-0.13676, -0.07775, -2.97603], [-0.67637, 1.54829, 2.98698], [-1.24669, -2.20055, -2.49963], [2.13886, -2.25963, -1.35671], [-2.32897, 0.40583, 0.16876], [-1.67991, -1.70496, -1.11664], [2.98322, -1.02315, -1.15990], [-0.92662, -1.98609, -0.37720], [2.73962, -3.16441, -1.33091], [-2.61979, -2.18300, -0.83790], [-0.71763, -0.43733, 1.11833], [-2.63411, 0.05670, -1.88918], [-0.68206, 1.55872, -1.68566], [3.65331, -0.91511, -2.00876], [1.50291, 2.06295, 5.53768], [-2.06059, -2.03394, -3.21551], [2.36981, -0.12755, -1.10024], [-0.87123, 0.23799, -3.72711], [-0.75512, 2.71988, 1.20012], [0.23798, 0.28585, -0.87402], [3.57490, -1.09876, -0.24923], [-2.73679, 1.21572, 2.47481], [-1.00518, -3.26343, -2.49012], [1.12757, 4.19782, 1.86462], [1.32699, -2.35115, -0.64129], [-0.36351, 0.57686, 4.86931], [0.84606, 0.28024, -3.28285], [-1.94342, -0.16280, 3.27706]],
  "forces_ev_per_angstrom": [[-0.15, -0.18, 0.25], [-0.05, -0.04, -0.02], [-0.14, -0.12, 0.20], [0.08, 0.28, 0.12], [-0.37, 0.33, -0.04], [0.22, -0.18, 0.34], [0.80, -0.40, -0.12], [0.01, -0.06, 0.15], [-0.19, -0.10, -0.30], [-0.10, 0.07, -0.19], [0.20, 0.25, -0.03], [-0.18, 0.09, 0.06], [-0.11, -0.15, 0.04], [0.07, 0.07, 0.23], [0.12, 0.06, 0.11], [0.28, 0.57, 0.13], [0.00, -0.10, 0.06], [-0.24, -0.50, 0.38], [-0.25, 0.07, -0.82], [0.14, -0.35, -0.51], [-0.09, 0.12, -0.34], [0.07, 0.10, -0.03], [0.01, -0.05, 0.04], [0.01, -0.12, -0.01], [0.00, -0.05, 0.06], [-0.06, 0.02, -0.12], [0.00, 0.03, 0.12], [0.04, 0.05, 0.04], [0.10, 0.08, 0.04], [0.08, 0.01, 0.09], [0.05, -0.04, 0.01], [0.01, 0.12, 0.03], [0.07, -0.01, 0.01], [-0.04, 0.03, -0.13], [0.07, 0.02, 0.01], [-0.02, 0.00, 0.06], [0.10, -0.17, 0.07], [-0.27, 0.02, -0.01], [0.05, 0.10, -0.05], [-0.10, -0.10, 0.06], [-0.03, -0.10, 0.06], [-0.15, 0.21, -0.05], [-0.03, 0.13, -0.02]],
  "molar_mass_da": 328.4,
  "smiles": "CCS(=O)(=O)N1CCC(C(=O)NCc2ccc(F)cc2)CC1",
  "total_energy_ev": -38571.7501,
  "gap_ev": 9.7,
  "e_lumo_ev": 0.36
}